--- w ---
Molecular formula: C36H26F6N5O4S5Ti
Method: DFT, the ωB97M-V functional and the def2-TZVPD basis

CARTESIAN COORDINATES (ANGSTROEM)
Ti (0.535, 0.373, 0.175)
S (-0.175, -2.205, 2.057)
S (-3.752, 0.833, 0.218)
S (-0.702, 4.732, 1.394)
S (-2.633, 6.345, -0.231)
S (-2.947, 3.531, -0.164)
F (4.198, 3.176, -1.201)
F (3.697, 1.418, -0.083)
F (2.824, 3.841, -3.236)
F (1.631, 3.992, -1.440)
F (0.798, 3.150, -3.235)
F (4.759, 1.254, -1.944)
O (2.081, -0.725, 0.441)
O (1.442, 1.208, -1.250)
O (0.428, -2.934, 0.965)
O (0.414, -2.458, 3.356)
N (-1.221, 1.364, -0.348)
N (-0.182, -1.246, -0.952)
N (0.923, 1.656, 1.616)
N (-0.024, -2.961, -2.315)
N (-0.350, -0.637, 1.740)
C (0.438, 2.208, 3.951)
C (2.095, -1.912, -1.637)
C (-4.305, -4.175, 2.246)
C (-1.938, 0.476, -3.881)
C (4.123, -1.546, -0.372)
C (2.595, 1.000, -3.382)
C (1.923, 3.575, 2.661)
C (-3.144, -4.929, 2.339)
C (1.676, 2.761, 1.565)
C (-3.200, 0.664, -1.446)
C (-0.301, 1.881, 5.103)
C (-1.151, -0.107, 4.026)
C (1.297, 3.324, 3.862)
C (4.856, -2.153, -1.365)
C (3.752, 1.907, -1.321)
C (2.863, -2.536, -2.625)
C (-4.227, -2.799, 2.098)
C (2.359, 1.765, -2.060)
C (-1.990, 4.931, 0.371)
C (-2.221, 1.891, 0.465)
C (1.895, 3.203, -2.472)
C (-3.918, 0.238, -2.539)
C (-1.822, 0.990, -1.529)
C (4.234, -2.642, -2.512)
C (-1.097, 0.761, 5.117)
C (0.326, 1.370, 2.814)
C (0.657, -1.972, -1.673)
C (-1.338, -2.880, -1.928)
C (2.723, -1.353, -0.478)
C (-0.421, 0.169, 2.876)
C (-3.279, 0.147, -3.773)
C (-1.837, -2.928, 2.144)
C (-1.413, -1.824, -1.079)
C (-2.989, -2.174, 2.042)
C (-1.212, 0.884, -2.775)
C (-1.910, -4.303, 2.292)
H (-5.271, -4.663, 2.276)
H (-4.961, -0.029, -2.433)
H (2.977, 0.009, -3.154)
H (1.645, 0.896, -3.903)
H (2.567, 4.433, 2.532)
H (5.930, -2.238, -1.263)
H (-1.694, 0.540, 5.993)
H (-1.988, 2.001, 1.522)
H (4.608, -1.175, 0.520)
H (-3.200, -6.004, 2.450)
H (2.369, -2.915, -3.514)
H (-2.092, -3.550, -2.293)
H (-1.749, -1.004, 4.082)
H (0.395, -3.685, -2.870)
H (3.299, 1.535, -4.018)
H (-1.443, 0.435, -4.845)
H (-2.274, -1.472, -0.544)
H (2.084, 3.020, 0.602)
H (-2.923, -1.103, 1.912)
H (1.430, 3.968, 4.719)
H (-0.985, -4.855, 2.365)
H (-5.126, -2.204, 2.024)
H (-0.178, 1.158, -2.859)
H (-3.840, -0.157, -4.647)
H (-0.242, 2.537, 5.962)
H (4.817, -3.101, -3.300)

Summary:
**Total charge**: -2
**HOMO level (spin up / spin down)**: -1.26 / -1.51 eV
**<S²>**: 0.77
**Spin multiplicity**: 2
**Kohn-Sham gap (spin up / spin down)**: 5.28 / 5.53 eV

--- x ---
Molecular formula: C36H26F6N5O4S5Ti
Method: DFT, the ωB97M-V functional and the def2-TZVPD basis

CARTESIAN COORDINATES (ANGSTROEM)
Ti (-0.273, 0.041, -0.623)
S (0.067, -5.047, -1.565)
S (2.666, -3.631, -1.061)
S (2.336, -2.708, 1.730)
S (2.584, -5.602, -3.121)
S (-2.127, 0.120, 2.291)
F (2.016, 0.754, -5.478)
F (2.854, 0.208, -3.559)
F (-1.685, 1.079, -3.680)
F (1.215, -0.936, -4.372)
F (-0.779, 2.665, -4.815)
F (-0.606, 0.628, -5.483)
O (-1.846, 1.524, 2.147)
O (-3.513, -0.252, 2.466)
O (0.462, 0.743, -2.280)
O (-1.764, 1.432, -0.792)
N (1.465, -1.271, -0.312)
N (-1.392, -0.746, 1.154)
N (-1.438, -1.600, -1.415)
N (0.849, 3.452, 1.712)
N (0.578, 1.503, 0.773)
C (-2.348, 4.788, -1.962)
C (0.724, 1.256, -3.502)
C (1.533, -2.653, 0.039)
C (0.384, -1.511, 5.033)
C (-2.511, 3.443, -1.730)
C (1.287, 1.330, 1.938)
C (-1.314, -0.334, 3.819)
C (3.203, 0.493, -0.376)
C (-1.531, -1.914, -2.688)
C (4.353, -0.732, 1.859)
C (1.674, -4.788, -1.963)
C (3.246, -1.283, 1.246)
C (1.461, 2.530, 2.539)
C (-2.064, -2.383, -0.491)
C (-0.059, -0.934, 6.213)
C (1.396, 2.630, -3.386)
C (-0.398, 4.804, -0.584)
C (4.320, 1.045, 0.239)
C (-2.790, -3.530, -0.872)
C (-0.544, 3.439, -0.326)
C (4.897, 0.450, 1.354)
C (-1.135, -0.051, 6.193)
C (-1.978, -1.995, 0.877)
C (-1.595, 2.700, -0.941)
C (-2.298, -2.991, -3.156)
C (0.307, 2.789, 0.661)
C (-2.919, -3.796, -2.251)
C (2.628, -0.675, 0.127)
C (-0.245, -1.213, 3.831)
C (-3.342, -4.365, 0.123)
C (-1.274, 5.490, -1.403)
C (-1.763, 0.252, 4.996)
C (1.702, 0.300, -4.235)
C (-0.597, 1.402, -4.372)
C (-2.492, -2.864, 1.814)
C (-3.163, -4.041, 1.436)
H (1.673, 3.040, -4.356)
H (0.432, -1.166, 7.150)
H (-1.129, 6.542, -1.607)
H (1.227, -2.192, 5.030)
H (0.573, -3.169, 0.058)
H (-2.328, -3.192, -4.217)
H (0.708, 3.310, -2.884)
H (2.750, 0.965, -1.238)
H (2.286, 2.515, -2.769)
H (4.749, 1.955, -0.166)
H (-3.474, -4.671, -2.566)
H (4.794, -1.215, 2.723)
H (-1.481, 0.404, 7.114)
H (-3.330, 2.890, -2.171)
H (-3.554, -4.686, 2.214)
H (-3.869, -5.263, -0.174)
H (1.964, 2.810, 3.445)
H (5.771, 0.887, 1.820)
H (-2.427, -2.619, 2.865)
H (0.113, -1.647, 2.905)
H (0.681, 4.420, 1.916)
H (-3.056, 5.308, -2.598)
H (1.629, 0.358, 2.250)
H (0.444, 5.334, -0.148)
H (-0.973, -1.301, -3.377)
H (-2.596, 0.941, 4.962)

Summary:
**Total charge**: -2
**HOMO level (spin up / spin down)**: -1.68 / -1.68 eV
**<S²>**: 0.75
**Spin multiplicity**: 2
**Kohn-Sham gap (spin up / spin down)**: 5.70 / 5.70 eV

Quick one: least stable of them? w